Record 1
An isolated molecule of C12H13Br in a non-equilibrium geometry. Source: the OMol25 dataset; level of theory: ωB97M-V/def2-TZVPD.

The geometry in XYZ format:
```
26
Properties=species:S:1:pos:R:3:forces:R:3:lowdin_charge:R:1
C 2.75195 -1.36665 1.48850 -1.41 1.40 0.76 -0.07
C 1.92965 -0.54681 2.30502 0.01 -0.85 -2.19 -0.04
C 2.43545 -1.49972 0.16528 0.85 -0.30 -1.72 -0.07
C 0.76550 -0.02197 1.76503 -0.37 1.21 0.78 -0.02
C 1.26118 -0.89770 -0.44186 2.14 -1.37 1.51 -0.35
C 0.43345 -0.18971 0.42561 -1.47 0.45 0.84 -0.14
C 0.90767 -1.21276 -1.78066 -1.19 1.12 -0.23 -0.42
C -0.64005 0.91822 -1.39605 1.54 -0.45 -1.38 -0.03
C -0.88133 0.49362 -0.02252 0.75 0.25 -1.50 -0.54
C -1.59548 0.69810 -2.47522 -1.65 -1.94 2.57 -0.12
C -2.10013 -0.36805 0.27774 4.12 -2.44 -1.33 -0.02
C -1.00896 1.95118 0.51467 1.80 -1.47 2.03 -0.03
Br 2.32786 -1.48164 -2.94343 0.11 -0.06 -0.15 0.73
H 3.62077 -1.71108 2.00351 0.67 -0.60 -0.43 0.10
H 2.36616 -0.33420 3.23193 -0.22 0.46 1.58 0.09
H 3.17561 -2.01531 -0.51727 -1.16 0.47 0.91 0.08
H 0.08571 0.68785 2.31961 1.10 -1.11 -0.23 0.12
H -1.04218 0.58438 -3.37979 -0.26 -0.01 -0.83 0.06
H -2.29979 1.51562 -2.43809 -0.16 0.75 -0.48 0.09
H -2.27454 -0.18930 -2.13863 0.96 0.97 -1.37 0.10
H -1.99346 -1.34331 -0.30471 -0.04 0.90 1.34 0.13
H -2.99647 -0.02057 0.05210 -3.92 2.28 -1.69 0.03
H -2.13667 -0.41237 1.30552 0.03 -1.23 2.51 0.06
H -0.05224 2.48397 0.42114 -0.44 -0.14 0.03 0.11
H -1.28178 1.85844 1.58157 -0.13 0.41 -0.41 0.09
H -1.75786 2.41977 -0.01897 -1.66 1.30 -0.91 0.06
```
Forces are in eV/Å.

Properties
- Kohn-Sham gap (spin up / spin down) (eV) = 6.2 / 6.3
- E_LUMO (spin up / spin down) (Ha) = -0.0408 / -0.0414
- relative energy (zero: lowest compared OMol25 entry of this formula, charge and spin) (kcal per mole) = 107.5

=====

Record 2
A cluster of 6 separate species, C18H28IO15P in total in a non-equilibrium geometry. Source: the OMol25 dataset; level of theory: ωB97M-V/def2-TZVPD.

The geometry in XYZ format:
```
63
Properties=species:S:1:pos:R:3:forces:R:3:lowdin_charge:R:1
O 1.24338 1.22733 0.08435 -0.10 -0.15 -0.07 0.11
C 1.91925 2.14336 -0.26393 0.07 0.15 0.10 -0.58
O 3.26780 2.11113 -0.33244 -0.22 0.01 -0.04 0.06
C 3.69625 3.30093 -0.99999 0.44 0.13 -0.18 -0.11
C 2.54577 4.24127 -0.75813 0.03 0.53 -0.02 -0.11
O 1.43593 3.34718 -0.63909 0.11 -0.20 0.01 0.07
H 4.63342 3.66304 -0.58306 -0.03 -0.20 0.11 0.14
H 3.84103 3.07866 -2.06008 -0.04 -0.02 0.04 0.13
H 2.64977 4.80070 0.17406 -0.02 -0.08 0.00 0.14
H 2.39371 4.94165 -1.57669 -0.20 -0.11 0.00 0.14
O -8.12241 -2.93828 1.48032 -0.16 -0.03 -0.05 0.17
C -6.97900 -2.78530 1.74805 -0.20 -0.01 -0.03 -0.57
O -6.51882 -1.92483 2.68978 0.12 -0.13 -0.16 0.06
C -5.12817 -2.19169 2.87710 0.23 0.20 0.33 -0.15
C -4.73759 -2.83478 1.57343 0.37 -0.09 -0.20 -0.13
O -5.95587 -3.44846 1.15222 0.04 0.11 0.13 0.06
H -4.57855 -1.27379 3.07447 -0.22 0.03 0.03 0.06
H -5.00891 -2.86642 3.72837 -0.01 0.01 -0.04 0.13
H -4.43075 -2.10362 0.82089 -0.05 0.00 0.03 0.13
H -3.94888 -3.57609 1.68839 -0.16 -0.11 -0.08 0.13
O 0.75029 -0.88961 -5.90152 -0.05 -0.03 -0.20 0.15
C 0.95602 -0.75316 -4.73891 -0.05 0.01 0.05 -0.56
O 2.08761 -1.15145 -4.11218 -0.16 0.09 -0.04 0.07
C 2.06160 -0.61612 -2.78639 0.32 -0.01 0.31 -0.11
C 0.59117 -0.40690 -2.55042 -0.31 0.11 0.44 -0.12
O 0.09109 -0.18077 -3.87207 0.24 -0.12 -0.12 0.07
H 2.50905 -1.30955 -2.07798 0.05 -0.07 -0.18 0.14
H 2.62680 0.31965 -2.77107 -0.03 -0.03 -0.04 0.13
H 0.10347 -1.29243 -2.13557 0.04 0.00 -0.06 0.14
H 0.38626 0.44272 -1.90722 -0.14 0.02 -0.16 0.11
O 3.06956 -5.75253 -8.96635 0.08 -0.16 -0.03 0.16
C 2.40995 -4.79088 -8.75008 0.11 -0.07 -0.01 -0.58
O 1.06471 -4.73185 -8.90989 0.10 0.10 0.03 0.06
C 0.61272 -3.50211 -8.33613 -0.40 0.09 0.10 -0.12
C 1.84603 -2.64414 -8.38970 0.12 0.60 0.08 -0.12
O 2.90065 -3.60741 -8.31031 -0.20 -0.13 -0.07 0.06
H -0.21491 -3.08800 -8.90843 0.03 -0.18 -0.09 0.13
H 0.27826 -3.68933 -7.31310 0.06 0.01 -0.02 0.13
H 1.93614 -2.09907 -9.33334 -0.01 -0.10 -0.02 0.13
H 1.89927 -1.93763 -7.56544 0.14 -0.15 0.01 0.10
O 1.94660 3.39895 4.64949 0.14 0.00 -0.13 0.14
C 1.00297 3.57305 5.34608 0.10 0.00 -0.06 -0.57
O 0.23884 2.58096 5.87004 0.05 0.27 -0.10 0.02
C -0.64403 3.17791 6.81999 -0.35 -0.29 0.40 -0.13
C -0.72096 4.60588 6.35226 -0.30 0.33 0.08 -0.12
O 0.54578 4.79270 5.72068 -0.03 -0.18 0.02 0.06
H -1.61283 2.68179 6.81234 0.12 -0.15 -0.13 0.12
H -0.20409 3.08579 7.81579 0.02 0.03 -0.05 0.14
H -1.51144 4.76314 5.61433 0.05 -0.04 0.00 0.13
H -0.85539 5.31130 7.16984 0.18 0.06 -0.08 0.13
P 2.30097 -0.00245 3.42716 1.40 -0.96 0.22 0.81
C 0.81725 -1.14434 3.40483 -1.06 0.77 0.17 -0.50
C -0.35821 -0.66890 2.48989 0.52 0.10 0.08 -0.37
C -1.29342 0.35233 3.16468 0.54 0.07 -0.91 -0.62
I -2.29843 -0.38414 4.92940 0.26 0.28 -0.29 0.80
H 2.24570 0.74865 4.63705 -0.64 0.02 -0.65 -0.12
H 2.19291 0.96058 2.38880 -0.72 -0.08 0.56 -0.12
H 1.11938 -2.16680 3.15187 0.18 0.40 -0.11 0.06
H 0.44591 -1.18753 4.44558 0.23 -0.09 -0.34 0.01
H -0.89153 -1.51403 2.02660 -0.04 0.18 0.47 0.10
H 0.11354 -0.13029 1.65100 -0.37 -0.10 0.12 0.06
H -2.06999 0.69198 2.46630 0.08 -0.28 0.35 0.04
H -0.69269 1.24205 3.40412 -0.30 -0.34 0.48 0.04
```
Forces are in eV/Å.

Properties
- Kohn-Sham gap (eV) = 8.4
- E_LUMO (Ha) = 0.0012

=====

Record 3
A cluster of 2 separate species, C12H8ClN6O6S in total in a non-equilibrium geometry. Source: the OMol25 dataset; level of theory: ωB97M-V/def2-TZVPD.

The geometry in XYZ format:
```
34
Properties=species:S:1:pos:R:3:forces:R:3:lowdin_charge:R:1
O 1.55704 4.80337 4.17068 -0.26 -2.39 0.23 0.03
N 1.48388 3.56106 4.35528 2.06 1.77 1.81 -0.32
O 2.17851 2.97995 5.22743 -1.41 0.92 -1.71 0.03
C 0.59076 2.79484 3.55429 -1.00 -0.73 -0.91 -0.17
C 0.47973 1.41629 3.73975 0.03 0.08 0.07 0.01
C -0.40716 0.68107 2.97111 0.01 0.36 0.07 -0.03
C -1.19018 1.31815 2.01574 -0.08 -0.13 -0.24 -0.25
S -2.39084 0.38596 1.03842 2.90 -0.49 -3.77 0.58
C -1.52322 -0.01573 -0.45274 1.22 2.69 2.81 -0.92
Cl -2.15890 -1.20258 -1.42158 -0.83 -1.79 -1.16 0.49
O -2.55759 -0.87040 1.75656 -1.61 0.55 0.62 -0.40
O -3.42286 1.36417 0.70402 -0.60 -0.69 1.53 -0.38
C -1.08236 2.68864 1.82552 0.17 -0.08 0.21 -0.04
C -0.19612 3.42595 2.59111 0.21 0.04 0.17 0.01
H 1.07845 0.94170 4.49485 0.14 -0.10 0.14 0.11
H -0.52573 -0.37494 3.12567 0.00 -0.27 -0.03 0.11
H -0.59032 0.49578 -0.74764 -0.94 -0.19 0.33 -0.01
H -1.72109 3.16764 1.10741 -0.14 0.11 -0.19 0.11
H -0.11681 4.48897 2.46572 0.04 0.25 -0.03 0.11
O -2.17683 -5.00344 -1.41251 -2.63 -1.04 -0.49 0.07
N -3.26314 -5.62431 -1.48548 2.94 -1.32 1.04 -0.31
C -4.44571 -4.93029 -1.92425 -0.29 1.11 -0.73 -0.12
C -4.29762 -3.79749 -2.71948 1.56 -1.88 1.43 0.03
N -5.38864 -3.20198 -3.11105 -3.39 1.34 -0.82 -0.01
N -5.52318 -2.04326 -3.93665 -3.66 -2.18 1.67 0.10
N -6.85907 -1.91987 -3.97194 1.37 0.83 -0.69 -0.06
N -7.62856 -2.80703 -3.30711 3.51 -0.36 0.10 0.06
C -6.70266 -3.64261 -2.74674 0.50 2.23 -1.56 -0.25
C -6.84962 -4.75444 -1.95367 0.01 -0.63 0.46 0.00
C -5.71663 -5.39151 -1.55446 0.27 -0.80 0.45 0.01
O -3.36015 -6.83952 -1.18645 -0.32 2.26 -0.58 0.05
H -3.31654 -3.45007 -2.98605 0.11 0.41 -0.17 0.13
H -7.83376 -5.09700 -1.66705 0.05 0.07 -0.03 0.12
H -5.77354 -6.27587 -0.93306 0.05 0.03 -0.03 0.12
```
Forces are in eV/Å.

Properties
- Kohn-Sham gap (eV) = 3.4
- total charge = -1
- E_LUMO (Ha) = 0.0278
- relative energy (zero: lowest compared OMol25 entry of this formula, charge and spin) (kcal per mole) = 53.0

=====

Record 4
An isolated molecule of C2H3NO2 in a non-equilibrium geometry. Source: the OMol25 dataset; level of theory: ωB97M-V/def2-TZVPD.

The geometry in XYZ format:
```
8
Properties=species:S:1:pos:R:3:forces:R:3:lowdin_charge:R:1
C -0.16296 -0.08667 0.08102 0.63 1.96 -1.29 -0.06
N -1.26903 -0.74213 0.71604 1.57 0.71 2.37 0.00
O -2.08340 -1.48235 -0.27601 -1.01 -0.67 -1.25 0.13
C -2.47070 -0.33727 0.28799 -1.49 -0.14 -0.12 -0.58
O -3.37116 0.42266 0.32271 0.21 0.03 -0.10 0.19
H 0.19339 0.85002 0.65146 -1.19 -1.26 -0.77 0.12
H 0.70862 -0.72219 0.12937 0.08 -0.40 -0.46 0.07
H -0.51206 0.17255 -0.99729 1.19 -0.22 1.61 0.13
```
Forces are in eV/Å.

Properties
- Kohn-Sham gap (eV) = 11.6
- E_LUMO (Ha) = 0.0301
- relative energy (zero: lowest compared OMol25 entry of this formula, charge and spin) (kcal per mole) = 71.9

=====

Record 5
A cluster of 2 separate species, C3H9NO3S in total in a non-equilibrium geometry. Source: the OMol25 dataset; level of theory: ωB97M-V/def2-TZVPD.

The geometry in XYZ format:
```
17
Properties=species:S:1:pos:R:3:forces:R:3:lowdin_charge:R:1
C 1.44500 0.53781 -0.29347 0.09 2.42 -1.95 -0.41
C 0.62269 -0.64728 0.00167 -2.68 1.42 0.12 -0.23
C -0.76808 -0.58990 -0.69281 -0.23 -0.47 -0.18 -0.24
H 3.58137 0.69072 -0.23455 -3.61 -0.67 3.83 0.18
H 2.46241 0.87598 1.44558 1.53 -1.02 -2.71 0.12
H 1.80140 0.70171 -1.37103 -0.94 -1.01 1.04 0.13
H 0.82870 1.48172 -0.16964 0.85 -0.77 0.49 0.11
H 1.10248 -1.45969 -0.43124 0.83 -1.88 -0.38 0.09
H 0.49294 -0.78369 1.10916 0.15 0.10 -1.04 0.14
H -1.22539 -1.52194 -0.36636 -0.15 -0.46 -1.02 0.08
H -0.76404 -0.42009 -1.81197 0.08 -0.41 1.29 0.14
H -3.00598 -1.37183 1.27294 3.35 5.09 0.73 0.33
N 2.63580 0.36524 0.48086 3.58 2.39 0.05 -0.08
O -2.21845 -0.24958 1.47789 -2.42 -3.96 -1.57 -0.34
O -3.36336 0.13879 -0.60350 2.24 0.84 -0.34 -0.34
O -1.57764 1.80159 0.21295 -0.66 -1.44 -0.43 -0.29
S -2.04987 0.45045 -0.02647 -1.98 -0.16 2.08 0.61
```
Forces are in eV/Å.

Properties
- Kohn-Sham gap (eV) = 8.8
- E_LUMO (Ha) = -0.0242
- relative energy (zero: lowest compared OMol25 entry of this formula, charge and spin) (kcal per mole) = 115.5

=====

Record 6
A cluster of 12 separate species, C14H39N12O25 in total. Source: the OMol25 dataset; level of theory: ωB97M-V/def2-TZVPD.

The geometry in XYZ format:
```
90
Properties=species:S:1:pos:R:3:forces:R:3:lowdin_charge:R:1
C -2.44039 -0.12173 1.83935 0.53 -0.11 -0.36 -0.16
O -2.72832 1.24724 1.73888 0.01 0.00 0.37 -0.21
C -4.12293 1.51298 1.99572 -0.70 -0.02 -0.46 -0.30
C -5.12550 0.79658 1.13665 -0.23 0.64 0.27 -0.22
O -5.47723 -0.53880 1.71244 -0.04 -0.11 -0.23 -0.20
N -6.36136 -0.48216 2.69106 0.05 0.17 -0.38 -0.12
O -6.74745 -1.58004 3.01623 0.13 -0.15 0.11 -0.10
H -2.92976 -0.69712 1.04547 -0.14 -0.07 0.14 0.07
H -2.68210 -0.55282 2.81143 -0.21 0.10 0.02 0.05
H -1.36799 -0.25171 1.69053 0.05 0.11 0.02 0.07
H -4.38119 1.34526 3.05252 0.24 -0.11 0.07 0.09
H -4.23336 2.58363 1.81437 0.20 0.04 0.01 0.09
H -4.66406 0.58421 0.16703 -0.05 -0.42 0.05 0.02
C 0.07291 -4.51088 2.08291 -0.20 -0.22 -0.07 0.02
N -0.68908 -3.25156 1.86689 0.02 -0.08 -0.03 -0.42
O -0.44591 -2.61361 0.86373 0.00 0.04 0.09 0.06
O -1.50442 -2.94932 2.71563 0.06 -0.08 -0.10 0.06
H 0.74608 -4.64529 1.25204 0.01 0.02 -0.06 0.07
H 0.61363 -4.40835 3.01712 -0.02 0.00 0.04 0.09
H -0.65038 -5.32035 2.13740 -0.07 0.09 0.07 0.10
C 3.23332 -1.53029 0.97317 -0.15 -0.22 0.06 0.03
N 3.51561 -2.72629 1.81763 -0.09 0.00 -0.08 -0.43
O 2.77000 -3.68348 1.70651 0.38 0.13 0.10 0.04
O 4.47073 -2.67486 2.56536 -0.05 -0.03 -0.04 0.06
H 2.35011 -1.74361 0.38268 -0.01 0.00 0.02 0.09
H 3.06804 -0.69032 1.63672 0.08 0.02 0.04 0.10
H 4.09936 -1.36058 0.34512 0.05 0.06 0.04 0.08
C 2.16358 1.70773 -2.37385 0.10 -0.01 -0.11 0.06
N 2.83274 0.78758 -1.41811 -0.02 0.08 0.01 -0.42
O 3.54955 -0.09256 -1.86598 0.04 0.05 -0.01 0.04
O 2.61755 0.96427 -0.23797 0.08 0.04 -0.19 0.07
H 2.44733 1.41788 -3.37858 0.02 -0.06 0.03 0.10
H 1.09292 1.60870 -2.22734 0.02 0.07 0.09 0.07
H 2.49560 2.71676 -2.14172 -0.05 0.00 0.10 0.10
C -2.36676 1.97005 -4.58212 -0.15 0.07 0.03 0.05
N -1.20415 1.64059 -3.71642 -0.03 -0.03 0.06 -0.43
O -0.96360 2.36588 -2.77367 -0.05 -0.03 -0.14 0.07
O -0.56042 0.65297 -4.01667 0.01 0.07 -0.01 0.06
H -2.84029 2.86608 -4.19950 0.04 -0.01 0.07 0.10
H -1.98318 2.11985 -5.58720 0.01 -0.08 0.00 0.10
H -3.04421 1.12141 -4.54269 0.03 -0.03 0.00 0.08
C 7.14616 -0.06241 -2.75258 0.03 -0.13 -0.19 0.06
N 7.19741 1.41835 -2.62691 -0.01 -0.09 -0.04 -0.43
O 7.93590 2.02769 -3.37722 0.00 0.13 0.00 0.05
O 6.48652 1.92962 -1.78757 0.09 -0.03 -0.02 0.06
H 7.82234 -0.36446 -3.54497 0.02 0.07 0.00 0.08
H 7.44121 -0.48327 -1.79619 -0.10 0.04 0.05 0.11
H 6.11621 -0.31952 -2.98656 -0.03 -0.02 0.13 0.10
C -4.37226 -2.10995 5.05464 -0.02 -0.02 -0.10 0.05
N -3.59618 -1.01672 5.69911 -0.02 -0.14 -0.11 -0.43
O -2.58208 -0.65333 5.15311 0.07 0.13 0.29 0.08
O -4.03637 -0.55843 6.74287 0.03 0.01 -0.02 0.03
H -3.85643 -2.40156 4.14642 0.01 0.06 0.00 0.09
H -4.42399 -2.92885 5.76648 -0.04 0.04 0.06 0.10
H -5.36445 -1.72391 4.83579 0.02 -0.05 0.05 0.07
C -6.48664 -0.80898 -1.67980 -0.10 0.23 0.11 0.04
N -5.32226 -0.86473 -2.60286 0.05 -0.02 0.11 -0.43
O -4.75487 0.16977 -2.87754 -0.01 -0.01 -0.15 0.06
O -4.99810 -1.96171 -3.02701 -0.02 0.03 -0.03 0.03
H -6.63763 0.21976 -1.36965 0.14 -0.01 0.10 0.08
H -7.34530 -1.19506 -2.22281 0.07 -0.13 -0.01 0.10
H -6.24886 -1.42982 -0.81971 -0.01 0.00 0.01 0.10
C -4.69925 2.06673 8.65604 0.13 0.07 -0.07 0.04
N -5.82370 3.02382 8.84664 0.01 0.02 0.02 -0.45
O -5.55670 4.20639 8.93697 -0.04 -0.06 0.00 0.05
O -6.94185 2.55497 8.90647 0.06 0.05 0.02 0.06
H -3.77423 2.62952 8.62907 -0.03 0.04 0.00 0.09
H -4.71847 1.37717 9.49420 -0.07 -0.07 -0.05 0.10
H -4.86104 1.53751 7.72207 -0.05 -0.08 0.05 0.08
C -3.83464 -4.93584 -2.08889 -0.11 -0.03 0.05 0.05
N -3.07307 -5.41216 -0.89973 -0.04 -0.05 0.02 -0.44
O -3.57854 -6.27750 -0.21104 0.06 0.06 -0.03 0.06
O -1.98934 -4.90456 -0.69951 -0.05 -0.06 0.00 0.06
H -4.76941 -5.48151 -2.13311 0.02 -0.03 0.05 0.09
H -4.00796 -3.87073 -1.97033 0.10 0.02 -0.03 0.08
H -3.22092 -5.12993 -2.96317 0.06 0.09 0.02 0.10
C 6.00210 4.99838 -2.45454 0.14 0.11 0.02 0.03
N 4.89203 5.98081 -2.32049 0.00 0.04 -0.02 -0.45
O 5.17559 7.16179 -2.28963 -0.05 -0.08 0.00 0.06
O 3.76725 5.52832 -2.25341 0.05 0.03 -0.02 0.06
H 6.93752 5.54228 -2.50833 -0.03 0.05 0.00 0.09
H 5.97534 4.34721 -1.58844 -0.08 -0.07 -0.05 0.08
H 5.82479 4.43024 -3.36206 -0.05 -0.08 0.06 0.10
C 10.23550 2.00183 -6.24425 0.13 0.05 0.07 0.04
N 9.55765 0.75080 -5.81291 -0.06 -0.04 0.10 -0.46
O 10.10106 0.07469 -4.96274 -0.06 0.02 -0.06 0.06
O 8.49549 0.49280 -6.33949 0.07 0.00 0.04 0.06
H 11.16034 2.09773 -5.68853 -0.02 -0.04 0.03 0.09
H 10.42056 1.91982 -7.31096 -0.09 0.02 -0.02 0.10
H 9.55849 2.82298 -6.02972 -0.05 -0.03 -0.05 0.10
```
Forces are in eV/Å.

Properties
- Kohn-Sham gap (eV) = 3.8
- total charge = -1
- E_LUMO (Ha) = 0.0384
- relative energy (zero: lowest compared OMol25 entry of this formula, charge and spin) (kcal per mole) = 0.0